# 1
# C10H14O3Se

C10H14O3Se in the gas phase at a distorted geometry (ωB97M-V/def2-TZVPD, OMol25).

Summary:
* HOMO level: -7.410 eV
* Kohn-Sham gap: 6.76 eV

Last column: Mulliken charge in e.
Geometry (Å):
C 0.5153 -1.6709 2.1672  0.677
C -0.7890 1.4468 0.1287  -1.513
C 0.3241 0.3331 0.1054  0.336
C -0.4597 -0.9858 0.0922  0.394
C 0.9088 0.3786 -1.3245  -0.493
C -0.5053 -1.3488 -1.3869  -1.059
C -0.8932 1.8453 -1.3468  0.783
C 1.9962 -1.9164 2.5402  -1.373
C -1.1870 3.3210 -1.6273  -1.352
C 0.2148 -2.1958 0.8137  -0.963
O -0.4356 -1.2237 2.8082  -0.585
O 0.5295 -0.8621 -2.0229  -0.325
O 0.3503 1.5191 -1.9685  -0.476
Se -2.4266 0.8047 -2.1370  -0.218
H -1.6439 1.0420 0.5008  0.514
H -0.4988 2.2247 0.8906  0.327
H 1.0818 0.4542 0.8203  0.874
H -1.5049 -1.0181 0.6240  0.400
H 1.9678 0.4400 -1.6560  0.324
H -1.0984 -2.1282 -1.6546  0.654
H 1.9907 -2.9305 2.8295  0.425
H 2.5464 -1.6930 1.6564  0.368
H 2.2890 -1.4049 3.4590  0.363
H -1.8681 3.2806 -2.4127  0.376
H -0.2503 3.6705 -2.0783  0.336
H -1.4762 4.0482 -0.8939  0.319
H 0.9775 -2.5824 0.1528  0.463
H -0.6553 -2.8482 0.9204  0.425

---

# 2
# C2H2FOPd

A molecular structure, C2H2FOPd at a distorted geometry (ωB97M-V/def2-TZVPD, OMol25).

Summary:
* HOMO level (spin up / spin down): -15.229 / -16.933 eV
* charge: +1
* ⟨S²⟩: 2.0118
* Kohn-Sham gap (spin up / spin down): 9.39 / 8.91 eV
* energy above the lowest of the compared OMol25 structures with the same formula, charge and spin: 53.11 kcal/mol
* multiplicity: 3

Last column: Mulliken spin population.
Geometry (Å):
C -0.0974 0.1521 0.2802  0.138
C 0.9223 -0.6605 0.1305  0.306
O -0.4337 1.3449 -0.0324  0.267
H 0.6591 -1.6976 -0.0973  -0.026
H -1.6715 1.0983 -0.2937  -0.005
Pd 2.4436 -0.0045 0.0960  1.274
F -1.8224 -0.2328 -0.0833  0.046

---

# 3
# C3H4P2

2 unconnected molecules or ions with the total composition C3H4P2 at a distorted geometry (ωB97M-V/def2-TZVPD, OMol25).

Summary:
* HOMO level: -8.512 eV
* Kohn-Sham gap: 8.52 eV
* energy above the lowest of the compared OMol25 structures with the same formula, charge and spin: 108.16 kcal/mol

Last column: Mulliken charge in e.
Geometry (Å):
C -0.2075 0.1971 1.1497  -0.439
C -0.3461 1.0167 -0.1335  -0.189
C -0.1267 -0.4570 -0.4071  0.003
P -1.3923 -1.1194 0.7305  -0.020
P 1.3939 0.5510 -0.7838  -0.060
H 0.5983 0.0103 1.7463  0.370
H -1.0624 1.7170 -0.6190  0.313
H -0.5706 -2.1925 1.1262  0.021
H 1.7133 0.2769 -2.8093  0.001

---

# 4
# C17H19ClN4O

C17H19ClN4O in the gas phase at a distorted geometry (ωB97M-V/def2-TZVPD, OMol25).

Summary:
* SMILES string: O=c1c2[nH]c3ccc(Cl)cc3c2ncn1CCN1CCCCC1
* HOMO level: -8.087 eV
* Kohn-Sham gap: 8.45 eV
* energy above the lowest of the compared OMol25 structures with the same formula, charge and spin: 0.00 kcal/mol

Last column: Mulliken charge in e.
Geometry (Å):
O -1.8362 -1.7014 0.7067  -0.748
C -0.6711 -1.3845 0.8811  0.267
C -0.1853 -0.3445 1.7404  -0.157
N -0.9110 0.5234 2.5078  -0.035
C -0.0464 1.3465 3.1706  -0.356
C -0.3037 2.3784 4.0667  -0.853
C 0.7710 3.0531 4.6021  -0.559
C 2.0807 2.7076 4.2501  0.271
Cl 3.3832 3.5971 4.9654  -0.227
C 2.3620 1.6924 3.3635  -0.677
C 1.2844 1.0003 2.8151  0.271
C 1.1764 -0.0850 1.8946  1.534
N 2.1306 -0.8012 1.2466  -0.701
C 1.6895 -1.7206 0.4659  -0.009
N 0.3879 -2.0483 0.2494  0.075
C 0.0549 -3.0266 -0.7654  -1.214
C 0.2949 -2.4345 -2.1668  -0.920
N -0.2958 -1.1237 -2.2644  0.786
C -1.7307 -1.1545 -2.4994  -0.875
C -2.2628 0.2535 -2.7840  -0.864
C -1.3734 1.2698 -2.0794  -0.261
C 0.0210 1.2405 -2.7109  -0.768
C 0.3719 -0.1906 -3.1466  -0.881
H -1.9157 0.5261 2.5686  0.200
H -1.3142 2.6425 4.3375  0.409
H 0.6124 3.8578 5.3025  0.417
H 3.3732 1.4319 3.0980  0.546
H 2.4184 -2.3128 -0.0704  0.425
H 0.6596 -3.9264 -0.6296  0.439
H -0.9995 -3.2728 -0.6284  0.470
H -0.1003 -3.1437 -2.9164  0.322
H 1.3726 -2.3404 -2.3257  0.443
H -2.2052 -1.5439 -1.5958  0.397
H -1.9822 -1.8296 -3.3389  0.313
H -2.2595 0.4575 -3.8568  0.341
H -3.2922 0.3302 -2.4333  0.406
H -1.3060 0.9991 -1.0248  -0.049
H -1.7980 2.2722 -2.1485  0.424
H 0.7552 1.5997 -1.9890  0.327
H 0.0557 1.8981 -3.5812  0.335
H 1.4516 -0.3409 -3.0774  0.411
H 0.0819 -0.3518 -4.1997  0.325